1.
A 2-piece molecular cluster, C8H16N2Si overall at a distorted geometry, computed with wB97M-V/def2-TZVPD.

Calculated values
Kohn-Sham gap (spin up / spin down) = 0.368 / 0.171 hartree
F_max = 4.4 eV/A
E = -713.20480 a.u.
LUMO level (spin up / spin down) = 0.712 / -1.316 eV

The geometry in ORCA input format:
```
! RIJCOSX wB97M-V def2-TZVPD def2/J DEFGRID3
* xyz 0 1
C 0.0935 1.9537 0.3844
C -1.1380 2.1941 -0.1701
C -0.4378 0.0829 -0.5275
C -2.6148 -0.8226 -1.9151
C -2.8715 1.4871 -2.6031
C 1.6426 -0.9772 2.4103
C 4.5097 -2.4919 2.0490
C -2.6959 0.6458 -1.3765
N 0.5158 0.6593 0.1500
N -1.5013 0.9187 -0.6724
Si 3.3717 -0.8948 1.6595
H 0.6323 2.7413 0.8624
H -1.8655 2.8705 -0.4454
H -1.7412 -0.7741 -2.6853
H -3.4653 -1.1439 -2.4273
H -2.4564 -1.5154 -1.1228
H -2.9774 2.4892 -2.2630
H -3.7344 1.2180 -3.1096
H -1.9859 1.3167 -3.2640
H 1.7373 -0.7890 3.5140
H 1.0713 -0.0309 2.0203
H 1.0530 -1.9378 2.0826
H 4.1746 -2.7489 3.1063
H 4.4291 -3.2458 1.2207
H 5.5288 -2.1972 2.3674
H -3.5102 0.7635 -0.7440
H 4.2360 0.2285 1.4993
*
```

2.
A 2-piece molecular cluster, C2H8NO3 overall, computed with wB97M-V/def2-TZVPD.

Calculated values
Kohn-Sham gap = 0.447 hartree
F_max = 0.9 eV/A
E = -361.25814 a.u.
LUMO level = -3.498 eV

The geometry in ORCA input format:
```
! RIJCOSX wB97M-V def2-TZVPD def2/J DEFGRID3
* xyz 1 1
O 0.2645 1.1231 -0.6052
C 0.2718 0.0920 0.0222
O -0.2430 -1.0440 -0.2992
C 0.9098 0.0917 1.4224
N 1.1613 1.5549 1.6724
H -0.7769 -1.0485 -1.1339
H 1.8586 -0.4302 1.4297
H 0.1508 -0.2987 2.0941
H 0.9199 1.9674 0.7242
H 2.0922 1.7446 2.0218
H 0.5029 1.8931 2.3657
H -2.5976 -1.5874 -2.7621
H -2.5288 -2.4976 -1.5171
O -2.2120 -1.6648 -1.8818
*
```

3.
An isolated ion of composition C9H15BN3O2 and charge +1 at a distorted geometry, computed with wB97M-V/def2-TZVPD.

Calculated values
Kohn-Sham gap (spin up / spin down) = 0.207 / 0.289 hartree
F_max = 10.8 eV/A
E = -691.27372 a.u.
LUMO level (spin up / spin down) = -2.574 / -5.297 eV

The geometry in ORCA input format:
```
! RIJCOSX wB97M-V def2-TZVPD def2/J DEFGRID3
* xyz 1 3
B 0.8668 -0.9702 -2.7610
C 1.9362 -1.6680 0.9293
C 0.8396 -1.1510 1.7623
C 1.9828 -1.4452 -0.3853
C -0.1338 -0.5874 1.1217
C -1.8738 0.6459 0.4235
C -0.2277 -0.7165 -0.3771
C 1.0249 -0.5696 -1.1736
C 1.6249 0.8964 -1.0695
C -1.4260 0.5720 2.9135
N -1.2608 0.1715 1.5282
N -1.2462 0.2642 -0.6997
N -2.7461 1.6219 0.4637
O 1.7027 -1.7567 -3.5015
O -0.3396 -0.4233 -3.1483
H 2.8037 -2.2042 1.4427
H 1.0446 -1.3278 2.8496
H 2.8822 -1.8575 -0.8006
H -0.7068 -1.6909 -0.6544
H 1.7082 1.3274 -0.0381
H 0.9640 1.6177 -1.5749
H 2.5762 1.1168 -1.5336
H -1.7898 -0.2057 3.6006
H -0.4480 0.6613 3.4017
H -2.0827 1.4923 2.7905
H -1.5506 0.4032 -1.6519
H -3.0688 2.0817 1.2771
H -3.3508 1.7110 -0.3523
H 1.6895 -1.8874 -4.3742
H -0.6961 -0.8425 -3.9650
*
```

Repeat the third record exactly.
An isolated ion of composition C9H15BN3O2 and charge +1 at a distorted geometry, computed with wB97M-V/def2-TZVPD.

Calculated values
Kohn-Sham gap (spin up / spin down) = 0.207 / 0.289 hartree
F_max = 10.8 eV/A
E = -691.27372 a.u.
LUMO level (spin up / spin down) = -2.574 / -5.297 eV

The geometry in ORCA input format:
```
! RIJCOSX wB97M-V def2-TZVPD def2/J DEFGRID3
* xyz 1 3
B 0.8668 -0.9702 -2.7610
C 1.9362 -1.6680 0.9293
C 0.8396 -1.1510 1.7623
C 1.9828 -1.4452 -0.3853
C -0.1338 -0.5874 1.1217
C -1.8738 0.6459 0.4235
C -0.2277 -0.7165 -0.3771
C 1.0249 -0.5696 -1.1736
C 1.6249 0.8964 -1.0695
C -1.4260 0.5720 2.9135
N -1.2608 0.1715 1.5282
N -1.2462 0.2642 -0.6997
N -2.7461 1.6219 0.4637
O 1.7027 -1.7567 -3.5015
O -0.3396 -0.4233 -3.1483
H 2.8037 -2.2042 1.4427
H 1.0446 -1.3278 2.8496
H 2.8822 -1.8575 -0.8006
H -0.7068 -1.6909 -0.6544
H 1.7082 1.3274 -0.0381
H 0.9640 1.6177 -1.5749
H 2.5762 1.1168 -1.5336
H -1.7898 -0.2057 3.6006
H -0.4480 0.6613 3.4017
H -2.0827 1.4923 2.7905
H -1.5506 0.4032 -1.6519
H -3.0688 2.0817 1.2771
H -3.3508 1.7110 -0.3523
H 1.6895 -1.8874 -4.3742
H -0.6961 -0.8425 -3.9650
*
```

Q: What is the E in the third record?
A: -691.27372 a.u.

Q: Which value of E does entry 2 give?
A: -361.25814 a.u.

Q: The lowest E belongs to which entry?
A: C8H16N2Si